[1]
Molecular formula: C4H12N2OS
Method: DFT, ωB97M-V/def2-TZVPD

The geometry in ORCA input format:
```
! RIJCOSX wB97M-V def2-TZVPD def2/J DEFGRID3
* xyz 0 1
S -0.3387 0.6739 2.5588
O -2.0765 -1.3393 0.1199
N 1.3353 2.6748 -0.5367
N 0.0933 -1.9086 0.3139
C -1.0754 -1.8148 -0.3791
C -0.2062 1.5420 0.9702
C -1.0321 -2.3822 -1.7776
C 1.2599 1.7924 0.6338
H 2.3002 2.9394 -0.6966
H 1.0400 2.1729 -1.3671
H 0.9404 -2.1749 -0.1552
H -0.1165 -2.0773 -2.2768
H -1.8852 -2.0269 -2.3409
H 0.1852 -1.3220 1.1348
H -1.5337 0.1137 2.3266
H -0.7111 2.5014 1.0198
H 1.7863 0.8422 0.5002
H -0.6608 0.9364 0.1903
H 1.7144 2.3245 1.4666
H -1.0188 -3.4676 -1.7049
*
```

As for the total energy: -20206.1153 eV. The calculation puts the lowest unoccupied orbital energy at 0.6 eV. The value obtained for the relative energy (zero: lowest compared OMol25 entry of this formula, charge and spin) is 0.0 kcal per mole. Its structure (SMILES) is CC(N)=O.NCCS.

***

[2]
Molecular formula: C4H12N2S
Method: DFT, ωB97M-V/def2-TZVPD

The geometry in ORCA input format:
```
! RIJCOSX wB97M-V def2-TZVPD def2/J DEFGRID3
* xyz 0 1
S -1.0736 -1.4919 -2.1344
N -0.7385 1.3462 2.8253
N 1.7459 -0.1566 1.6805
C 0.9612 0.3052 -0.7836
C 0.6009 0.1045 0.8011
C -0.1058 0.1322 -1.9724
C -0.3407 1.1777 1.3516
H 1.8886 -0.2523 -1.0106
H 0.4681 0.3224 -2.8306
H -1.1991 1.1013 0.7571
H -0.4941 -2.1169 -1.0633
H 1.4225 -0.7456 2.4117
H 0.1759 2.2476 1.2608
H 1.9238 0.7442 2.2901
H -0.7657 0.3991 3.2798
H -0.1785 -0.6421 0.7129
H -0.9757 0.9053 -1.9099
H 1.3609 1.2517 -0.8899
H -0.1944 2.0107 3.2211
*
```

As for the total energy: -18155.9006 eV. The calculation puts the lowest unoccupied orbital energy at 0.8 eV. The value obtained for the relative energy (zero: lowest compared OMol25 entry of this formula, charge and spin) is 48.8 kcal per mole. Its structure (SMILES) is NC[C@H](N)CCS.

***

[3]
Molecular formula: C4H12N2S
Method: DFT, ωB97M-V/def2-TZVPD

The geometry in ORCA input format:
```
! RIJCOSX wB97M-V def2-TZVPD def2/J DEFGRID3
* xyz 0 1
S -3.1942 -0.9199 -1.5483
N 0.4589 1.9026 0.6734
N 2.6268 0.0375 0.7080
C -1.3596 -0.9505 -1.2004
C 1.2407 -0.2853 1.0142
C 0.2509 0.4726 0.0996
C -1.1846 0.0052 0.0045
H 1.4580 1.8321 1.0546
H 2.7252 0.9671 0.3056
H 1.0682 -1.3886 0.9225
H 0.9510 0.0100 2.0184
H 2.9218 -0.6324 -0.0150
H -0.9678 -0.4541 -2.0940
H -1.4296 -0.6581 0.8615
H 0.7182 0.2551 -0.9088
H -1.0154 -1.9586 -1.0464
H 0.3660 2.5978 -0.1381
H -1.9625 0.8293 -0.1349
H -3.6719 -1.6617 -0.5764
*
```

As for the total energy: -18156.8165 eV. The calculation puts the lowest unoccupied orbital energy at 0.9 eV. The value obtained for the relative energy (zero: lowest compared OMol25 entry of this formula, charge and spin) is 27.7 kcal per mole. Its structure (SMILES) is NC[C@H](N)CCS.

***

> Which formula does entry 3 have?

C4H12N2S